[1]
C11H5FeN2O5 | ωB97M-V/def2-TZVPD

XYZ file:
```
24
Properties=species:S:1:pos:R:3:forces:R:3
O 2.46259 -2.27961 1.65609 -1.0862 1.9277 -1.7536
C 2.02377 -1.50560 0.94192 1.4620 -2.3047 2.1044
Fe 2.00684 0.11345 -0.92978 -2.4771 -2.8243 4.5000
C 1.12612 1.28072 -1.88076 -4.3625 6.7251 -5.6602
O 0.72642 2.06175 -2.64358 1.4157 -2.4203 2.2079
C 3.55678 0.33669 -1.66381 4.4975 1.8815 -3.4108
O 4.24068 0.88483 -2.44424 -0.2547 -1.8566 1.9346
C 1.43802 -1.15634 -2.05237 -2.0692 -7.1877 -4.7877
O 1.15135 -1.99189 -2.80123 0.8165 3.0572 2.2191
C 2.36077 1.38588 0.32270 2.1176 4.7250 6.4434
O 2.64130 2.14101 1.15218 -1.0254 -2.2059 -3.0076
H 3.52453 -0.63164 -0.73074 1.9211 0.4509 -1.0821
N -5.52054 -0.10645 2.19729 3.8075 0.0536 -1.4984
C -4.41861 -0.08951 1.76372 -3.4544 -0.0428 1.3572
C -3.08057 -0.06513 1.23872 0.2161 -0.1489 -0.0327
C -2.49681 1.09216 0.73965 -1.5983 0.3472 0.5437
C -1.17769 1.07973 0.23344 0.4361 -0.2007 -0.0701
N -0.44508 -0.01822 0.20992 0.7329 -0.1028 -0.2323
C -0.96438 -1.14299 0.67269 0.3427 0.1576 -0.2543
C -2.27597 -1.20362 1.19778 -1.6869 -0.3397 0.6893
H -3.06618 2.01387 0.73551 0.0429 0.1017 -0.0357
H -0.76208 2.01095 -0.14883 0.0802 -0.1801 -0.0074
H -0.37907 -2.06615 0.65705 -0.0281 0.3474 -0.1016
H -2.67219 -2.14390 1.57670 0.1538 0.0398 -0.0650
```
Positions in Å, forces in eV/Å.

Results
spin multiplicity: 6
expectation value of S²: 8.817
gap between HOMO and LUMO (spin up / spin down): 5.49 / 5.08 eV
E_HOMO (spin up / spin down): -0.5339 / -0.6710 Eh
charge: +2

***

[2]
C2H2F2Li2O | ωB97M-V/def2-TZVPD

XYZ file:
```
9
Properties=species:S:1:pos:R:3:forces:R:3
F -1.12342 3.12340 -1.07434 0.2233 -1.2609 0.4347
O 0.20751 0.56305 -0.06623 3.3161 -2.3669 -1.1010
Li 1.87415 1.46522 -0.10548 -0.2949 0.9144 -0.2130
Li -1.49364 1.52994 -0.63100 -0.0806 1.3545 -0.4129
C 0.43619 -0.72216 -0.16392 -5.6438 3.7319 -2.3695
C -0.30458 -1.26960 0.89393 4.5289 -3.1217 2.1850
H -0.71005 -2.27909 0.82317 -0.5618 0.2921 0.0800
F 0.56967 -1.25075 -1.36954 1.0036 0.4483 1.4311
H 0.54418 -1.16001 1.69340 -2.4906 0.0081 -0.0343
```
Positions in Å, forces in eV/Å.

Results
spin multiplicity: 2
expectation value of S²: 0.761
gap between HOMO and LUMO (spin up / spin down): 6.86 / 5.57 eV
E_HOMO (spin up / spin down): -0.4862 / -0.4862 Eh
charge: +1

***

[3]
C3H6NO4 | ωB97M-V/def2-TZVPD

XYZ file:
```
14
Properties=species:S:1:pos:R:3:forces:R:3
O -1.51433 0.86792 2.03483 1.5366 0.5676 -1.8889
C -0.76397 1.12752 1.07448 -1.9332 -1.5913 2.8392
C 0.60936 0.44640 0.86887 -0.2662 1.5009 -0.0554
N 1.15276 1.05083 -0.36878 -0.5019 -1.5213 2.5556
C 0.55941 0.45700 -1.55151 6.6303 4.8076 -1.9131
O 1.15418 0.98255 -2.53169 -1.2998 0.4536 -1.1173
O -0.06849 -0.52480 -1.48932 -4.3493 -5.0522 0.9864
H -1.14513 1.91484 0.36772 0.7951 -0.5295 0.0179
H 1.20756 0.63836 1.80360 -0.3325 0.2695 -0.8808
H 0.57660 -0.67500 0.83150 -0.3934 1.1754 -0.4115
H 1.15774 2.06417 -0.37789 0.0867 -0.3028 -0.0758
H -1.41075 -2.59960 0.42581 0.7971 -0.8556 -1.2558
H -0.54947 -2.57106 -0.83456 0.6724 1.3933 -1.0117
O -0.96548 -3.17915 -0.25306 -1.4419 -0.3153 2.2110
```
Positions in Å, forces in eV/Å.

Results
gap between HOMO and LUMO: 7.86 eV
E_HOMO: -0.1544 Eh
charge: -1

***

[4]
C2ClO3P | ωB97M-V/def2-TZVPD

XYZ file:
```
7
Properties=species:S:1:pos:R:3:forces:R:3
C -0.30925 0.05269 -0.64660 1.6808 -1.3868 -0.8931
C 1.71130 -0.47510 -0.22704 -1.9515 0.8025 0.5702
O -0.65923 1.72437 1.46595 -0.6274 0.8367 -0.5176
O -0.73113 -0.13754 -1.74664 0.2138 0.4045 0.7344
O -0.94443 -0.67517 1.97819 -0.6217 -1.1587 -0.0925
P -1.31463 0.42751 1.02066 0.9709 0.7705 1.2308
Cl 2.24738 -0.91677 -1.84451 0.3351 -0.2687 -1.0322
```
Positions in Å, forces in eV/Å.

Results
gap between HOMO and LUMO (spin up / spin down): 4.22 / 5.00 eV
E_HOMO (spin up / spin down): 0.0678 / 0.0389 Eh
charge: -2

***

Summary of DFT total energy in hartree
-2170.599513 -367.143721 -473.677317 -1103.317584
(order as listed above)
Summary of energy above the lowest of the compared OMol25 structures with the same formula, charge and spin in kJ/mol
199.9 0.0 256.1 358.3
(order as listed above)